Record 1
Computed, not measured: the ion C2H9NPS with charge +1 at a distorted geometry, with wB97M-V/def2-TZVPD.

```
14
Properties=species:S:1:pos:R:3
C 0.85 -0.08 -0.77
C -0.32 -0.01 0.22
N -0.59 1.36 0.70
P 0.06 -1.16 1.71
S 0.28 0.47 -2.46
H 1.67 0.59 -0.36
H 1.18 -1.07 -0.85
H -1.24 -0.31 -0.32
H 0.20 1.82 0.98
H -1.42 1.27 1.44
H -0.95 1.92 -0.06
H 1.12 -0.28 2.05
H 0.75 -1.92 0.70
H 1.27 -0.18 -3.30
```

## Properties
SMILES string ... [NH3+][C@H](P)CS
Total charge ... +1
Strongest force on any atom ... 5.15 eV/Å
Energy relative to the best compared isomer or geometry (same formula, charge and spin) ... 132.2 kJ/mol

---

Record 2
Computed, not measured: the ion C8H15N2O with charge +1 at a distorted geometry, with wB97M-V/def2-TZVPD.

```
26
Properties=species:S:1:pos:R:3
C -1.76 0.27 0.14
C 0.13 1.81 -0.80
C 1.14 0.69 -1.10
C 0.01 0.84 1.60
C -0.78 1.38 0.44
C 1.72 0.04 0.15
C 2.24 -1.43 -0.33
C -1.56 -2.21 0.14
N 0.97 -0.11 1.26
N -1.27 -0.85 0.39
O -2.93 0.56 -0.42
H 0.55 2.86 -0.47
H -0.51 1.92 -1.64
H 0.53 -0.18 -1.57
H 1.83 1.13 -1.85
H 0.54 1.53 2.22
H -0.74 0.37 2.44
H -1.57 2.12 0.68
H 2.44 0.75 0.39
H 1.37 -1.86 -0.90
H 2.50 -2.11 0.47
H 3.18 -1.05 -0.98
H -0.73 -2.82 0.40
H -1.71 -2.46 -0.94
H -2.38 -2.67 0.71
H -3.22 1.45 -0.40
```

## Properties
Total charge ... +1
Strongest force on any atom ... 5.00 eV/Å
Energy relative to the best compared isomer or geometry (same formula, charge and spin) ... 579.0 kJ/mol

---

Record 3
Computed, not measured: a cluster of 10 separate species, C21H55Br2IO11 in total at a distorted geometry, with wB97M-V/def2-TZVPD.

```
90
Properties=species:S:1:pos:R:3
C -2.60 3.25 -3.96
C -1.47 2.77 -5.10
C -1.27 1.11 -4.99
C -1.90 0.33 -6.33
C 0.30 0.71 -4.71
O 1.24 1.48 -5.32
O 0.80 -0.42 -3.93
C 0.20 -0.48 -2.58
C -0.33 -2.06 -2.41
C -1.97 -2.09 -2.11
C -2.09 -2.30 -0.45
I -2.87 -3.86 -3.12
C 1.41 -0.18 -1.46
Br 3.03 -1.42 -1.56
C 1.34 0.94 -0.46
C 2.54 1.28 0.64
Br -0.27 2.19 -0.34
H -2.00 3.37 -2.93
H -3.42 2.44 -3.77
H -3.09 4.24 -4.33
H -1.85 3.10 -6.16
H -0.50 3.37 -4.84
H -1.99 0.79 -4.10
H -2.10 -0.79 -5.96
H -2.97 0.74 -6.62
H -1.15 0.29 -7.23
H -0.74 0.18 -2.42
H 0.29 -2.67 -1.63
H -0.22 -2.59 -3.47
H -2.51 -1.10 -2.44
H -3.22 -2.45 -0.18
H -1.59 -1.35 0.01
H -1.44 -3.24 -0.19
H 2.84 2.41 0.43
H 2.13 1.23 1.76
H 3.51 0.63 0.49
C 1.90 -5.58 -1.05
O 0.80 -4.78 -1.43
H 2.55 -5.01 -0.39
H 1.55 -6.48 -0.53
H 2.47 -5.87 -1.95
H 0.24 -5.32 -2.02
C -1.95 2.06 -10.00
O -1.67 0.67 -9.92
H -2.49 2.36 -9.11
H -1.02 2.62 -10.07
H -2.57 2.25 -10.88
H -1.19 0.43 -10.73
C 1.82 4.04 3.50
O 2.65 2.92 3.26
H 1.39 4.38 2.55
H 1.01 3.76 4.17
H 2.41 4.85 3.94
H 3.01 2.65 4.12
C 0.01 5.81 6.82
O 0.84 4.69 6.59
H -0.42 6.14 5.88
H -0.80 5.52 7.50
H 0.60 6.61 7.26
H 1.20 4.41 7.44
C -0.21 -0.67 3.08
O -1.35 0.14 3.31
H -0.11 -1.38 3.90
H -0.34 -1.22 2.14
H 0.68 -0.04 3.03
H -1.42 0.76 2.57
C 6.02 -5.35 0.19
O 4.88 -4.54 0.42
H 6.12 -6.06 1.01
H 5.89 -5.89 -0.75
H 6.91 -4.72 0.14
H 4.81 -3.92 -0.32
C 2.35 -9.24 0.15
O 1.98 -8.56 -1.03
H 1.84 -8.79 1.00
H 2.06 -10.29 0.07
H 3.43 -9.17 0.29
H 2.44 -8.99 -1.77
C -4.04 1.97 4.80
O -3.76 0.58 4.89
H -4.58 2.27 5.70
H -3.11 2.53 4.73
H -4.66 2.16 3.92
H -3.28 0.34 4.08
C -2.17 5.96 10.12
O -0.87 5.46 9.87
H -2.73 5.99 9.19
H -2.68 5.29 10.83
H -2.10 6.96 10.54
H -0.40 5.44 10.72
```

## Properties
SMILES string ... CC[C@@H](C)C(=O)O[C@@H](C[C@H](C)I)/C(Br)=C(/C)Br.CO.CO.CO.CO.CO.CO.CO.CO.CO
Strongest force on any atom ... 8.87 eV/Å

---

Record 4
Computed, not measured: a structure of composition C42H45N6O11SZr at a distorted geometry, with wB97M-V/def2-TZVPD.

```
106
Properties=species:S:1:pos:R:3
Zr 0.18 0.60 0.66
N -2.57 0.66 2.54
N -2.01 1.22 3.72
C -0.74 1.96 3.59
N -0.96 3.23 4.20
N -0.35 2.03 2.20
N 0.63 2.80 1.84
O 0.99 3.82 2.45
O 1.23 2.47 0.78
H -3.57 0.73 2.63
H -2.30 -0.30 2.39
H -1.92 0.54 4.46
H -1.11 3.12 5.19
H -0.20 3.88 3.99
C 0.42 -1.29 -5.21
C -0.71 -0.55 -4.49
C -1.82 -0.18 -5.47
O -0.19 0.62 -3.88
C -0.33 0.53 -2.47
C -1.37 -0.60 -2.28
O -1.23 -1.37 -3.47
C -1.28 -1.49 -0.98
O -1.25 -0.66 0.13
C -2.62 -2.27 -1.02
C -3.70 -1.76 -0.30
C -4.95 -2.36 -0.39
C -5.13 -3.47 -1.21
C -4.06 -3.97 -1.93
C -2.81 -3.38 -1.83
C -0.14 -2.53 -0.90
C 0.67 -2.95 -1.94
C 1.67 -3.89 -1.74
C 1.86 -4.45 -0.49
C 1.04 -4.06 0.56
C 0.05 -3.11 0.36
C -0.75 1.93 -1.87
O -0.86 1.84 -0.49
C 0.33 2.99 -2.20
C 1.69 2.66 -2.11
C 2.66 3.63 -2.26
C 2.31 4.96 -2.49
C 0.97 5.30 -2.56
C 0.00 4.32 -2.41
C -2.10 2.30 -2.49
C -3.25 2.14 -1.73
C -4.50 2.37 -2.27
C -4.63 2.79 -3.59
C -3.48 2.98 -4.35
C -2.23 2.73 -3.81
H 0.69 -0.76 -6.12
H 0.10 -2.30 -5.46
H 1.30 -1.33 -4.56
H -1.45 0.53 -6.21
H -2.64 0.28 -4.92
H -2.18 -1.08 -5.97
H 0.60 0.21 -2.02
H -2.37 -0.16 -2.26
H -3.52 -0.89 0.32
H -5.78 -1.95 0.17
H -6.11 -3.93 -1.29
H -4.20 -4.83 -2.57
H -1.98 -3.77 -2.40
H 0.53 -2.55 -2.93
H 2.31 -4.18 -2.56
H 2.64 -5.19 -0.32
H 1.16 -4.50 1.54
H -0.58 -2.81 1.18
H 2.00 1.65 -1.90
H 3.71 3.35 -2.18
H 3.08 5.71 -2.59
H 0.68 6.33 -2.72
H -1.04 4.61 -2.45
H -3.12 1.82 -0.70
H -5.39 2.23 -1.67
H -5.60 2.97 -4.02
H -3.57 3.32 -5.38
H -1.34 2.87 -4.41
C 5.75 -2.81 5.47
C 4.41 -2.27 5.07
C 4.00 -2.30 3.74
C 2.79 -1.76 3.34
C 1.98 -1.17 4.30
C 2.33 -1.17 5.64
C 3.55 -1.71 6.01
S 0.41 -0.45 3.84
O -0.52 -1.12 4.73
O 0.05 -0.73 2.44
N 0.33 1.17 4.36
C 1.65 1.80 4.53
C 2.62 1.47 3.36
O 3.78 1.82 3.42
O 2.03 0.76 2.47
H 6.50 -2.60 4.71
H 5.71 -3.90 5.60
H 6.08 -2.37 6.41
H 4.65 -2.73 2.99
H 2.47 -1.75 2.31
H 1.66 -0.74 6.37
H 3.85 -1.69 7.06
H 2.09 1.48 5.47
H 1.53 2.88 4.57
C 3.00 -0.45 -0.17
O 1.61 -0.33 -0.25
H 3.29 -1.48 0.08
H 3.43 0.22 0.58
H 3.47 -0.23 -1.14
```

## Properties
Total charge ... -1
Strongest force on any atom ... 2.68 eV/Å
Energy relative to the best compared isomer or geometry (same formula, charge and spin) ... 176.9 kJ/mol

---

Record 5
Computed, not measured: a cluster of 2 separate species, C2H4O3Si in total at a distorted geometry, with wB97M-V/def2-TZVPD.

```
10
Properties=species:S:1:pos:R:3
C -1.16 1.67 -0.15
C 1.86 -0.87 0.09
O -0.51 2.66 0.10
O -1.81 -1.17 0.79
O -1.82 -1.19 -0.72
Si -0.71 -0.16 0.00
H -2.16 1.93 -0.60
H 2.58 -0.18 -0.38
H 2.04 -0.86 1.15
H 1.70 -1.83 -0.29
```

## Properties
Strongest force on any atom ... 3.33 eV/Å
Energy relative to the best compared isomer or geometry (same formula, charge and spin) ... 577.4 kJ/mol

---

Record 6
Computed, not measured: the ion H4N2O2P with charge -1 at a distorted geometry, with wB97M-V/def2-TZVPD.

```
9
Properties=species:S:1:pos:R:3
N -0.22 -1.21 0.47
N -1.00 1.20 0.00
O 1.03 0.01 -1.41
O 1.51 0.69 1.11
P 0.66 0.17 0.02
H -0.47 -1.95 -0.23
H 0.31 -1.62 1.20
H -1.37 0.76 -0.91
H -0.45 1.96 -0.26
```

## Properties
SMILES string ... NP(N)(=O)[O-]
Total charge ... -1
Strongest force on any atom ... 4.52 eV/Å
Energy relative to the best compared isomer or geometry (same formula, charge and spin) ... 101.2 kJ/mol

---

Here are the calculated electronic energy numbers, same order: -23825.69550 -13555.28926 -193365.03853 -87865.97036 -16154.00060 -16432.46700 (eV).
Here are the calculated molar mass numbers, same order: 110.14 155.22 770.37 933.14 104.14 95.02 (g/mol).